{"formula": "C5H7NO", "method": "ωB97M-V/def2-TZVPD", "e_above_lowest_kj_mol": 48.7, "mol_weight_g_mol": 97.1, "homo_lumo_gap_ev": 10.94, "lumo_energy_ev": 0.651, "symbols": ["C", "C", "C", "N", "C", "O", "C", "H", "H", "H", "H", "H", "H", "H"], "xyz": [[0.54663, 1.81135, -0.29184], [0.32707, 0.31876, -0.56178], [1.51201, -0.47943, -0.22125], [2.43710, -1.11253, 0.06686], [-0.95461, -0.20829, 0.12621], [-1.90573, 0.52892, 0.23797], [-0.97018, -1.62967, 0.62258], [0.94871, 1.96438, 0.71395], [1.24493, 2.24023, -1.01446], [-0.41556, 2.32197, -0.36640], [0.13767, 0.16867, -1.63455], [-1.99412, -2.00525, 0.62688], [-0.59425, -1.63134, 1.65264], [-0.31967, -2.28775, 0.04319]], "forces_ev_per_angstrom": [[-0.0018, 0.1013, 0.0183], [-0.0036, 0.0417, -0.0462], [0.8096, -0.5864, 0.2668], [-0.9274, 0.6704, -0.2982], [-0.2956, 0.1524, 0.1533], [0.4103, -0.3017, -0.0919], [-0.0536, -0.0825, 0.0040], [-0.0823, -0.0255, -0.1421], [-0.0761, -0.0852, 0.1160], [0.1606, -0.0558, -0.0193], [0.0330, -0.0039, 0.1054], [0.1032, 0.0890, 0.0238], [-0.0084, -0.0014, -0.1166], [-0.0679, 0.0874, 0.0266]]}

=====

{"formula": "C5H7NO", "method": "ωB97M-V/def2-TZVPD", "e_above_lowest_kj_mol": 360.2, "mol_weight_g_mol": 97.1, "homo_lumo_gap_ev": 10.02, "lumo_energy_ev": 0.768, "symbols": ["O", "C", "C", "C", "C", "C", "N", "H", "H", "H", "H", "H", "H", "H"], "xyz": [[-0.72661, 3.05801, -0.08184], [-1.08933, 2.16701, -1.12324], [-0.58388, 0.82469, -0.79193], [0.02467, -0.04778, -0.21992], [0.99187, -0.63771, 0.68237], [1.00894, -2.01202, 1.23053], [2.03242, -1.58355, 0.28211], [-1.00304, 2.65019, 0.75015], [-2.17370, 2.17947, -1.29649], [-0.59897, 2.54311, -2.02607], [1.35781, 0.15411, 1.33218], [0.25705, -2.73128, 0.91772], [1.36618, -2.12102, 2.25194], [1.83506, -1.95282, -0.64491]], "forces_ev_per_angstrom": [[-0.1742, 0.0623, 0.2036], [-0.0995, -0.1268, -0.3265], [0.2930, -0.2914, 0.3408], [-0.1203, 0.4738, -0.1774], [-0.0325, 0.1695, 0.1099], [-0.1638, -0.1483, 0.2029], [0.1114, -0.0890, -0.2500], [0.0744, 0.1548, -0.1408], [0.1572, -0.0972, 0.0163], [-0.1151, -0.0837, 0.0827], [0.1271, -0.1667, 0.0271], [0.0605, 0.1821, -0.0312], [-0.0843, -0.1132, -0.1713], [-0.0339, 0.0740, 0.1138]]}